Here is C42H26N3O4ReS2 as an isolated structure in a non-equilibrium geometry from the Open Molecules 2025 dataset. Energies are from ωB97M-V with the def2-TZVPD basis set.

Computed properties:
2S+1: 4
HOMO energy (spin up / spin down): -0.317 / -0.363 Ha
net charge: +1
expectation value of S²: 3.85
max |F|: 0.0750 hartree/bohr
frontier orbital gap (spin up / spin down): 4.7 / 5.7 eV
relative energy (zero: lowest compared OMol25 entry of this formula, charge and spin): 52.4 kcal per mole
total energy: -2955.60252 a.u.

Last column: Löwdin charge in e.
Positions of all 78 atoms, in Å:
Re: 0.369846 0.384792 0.078053  1.56
S: 5.402676 2.830246 -1.358536  1.05
S: -5.279703 -1.046123 -2.106357  1.07
O: 0.613964 2.667513 2.067093  0.02
O: 2.502871 -3.402821 0.162231  0.12
O: 2.419942 3.076383 3.396360  0.15
O: 0.998574 -1.736263 -0.596086  -0.06
N: 1.610568 0.715834 -1.638999  -0.05
N: -0.931735 -0.243779 -1.562370  -0.02
N: 2.048474 0.071348 1.180088  -0.08
C: 5.058854 1.650079 -2.630019  -0.47
C: -3.537549 -0.918663 3.543677  -0.04
C: -2.374260 3.145002 2.428406  -0.01
C: -1.671641 -2.936990 3.511973  -0.06
C: 3.483775 -1.711987 2.039550  -0.01
C: -2.611897 -1.577489 -2.672700  -0.18
C: 7.305853 2.285070 -3.114212  -0.13
C: -1.829579 -1.770011 -3.822647  0.07
C: 0.232162 -1.227783 -5.056978  0.02
C: -4.042189 -1.929238 -2.883241  -0.50
C: -2.943819 4.300329 2.972955  -0.08
C: -4.540817 -2.679496 -3.956174  -0.11
C: -0.639214 -1.052345 -3.924944  -0.12
C: 3.336487 0.236520 -3.736971  0.07
C: -2.092450 -0.919117 -1.556542  -0.06
C: 1.489123 -0.665549 -5.056747  0.00
C: -2.930380 1.921072 4.473777  -0.03
C: -1.744238 0.686558 2.631084  -0.11
C: -3.675055 4.207213 4.120152  -0.08
C: -0.859152 0.725641 1.595373  -0.21
C: -2.180231 -0.661012 3.195469  -0.17
C: 1.946506 -2.157248 0.146391  -0.35
C: -3.013781 -3.171454 3.898622  -0.07
C: -6.466903 -1.728752 -3.122113  -0.41
C: 3.747807 0.523939 2.854726  0.05
C: 6.179131 1.488831 -3.421593  -0.13
C: 2.865694 1.214100 -1.598947  -0.06
C: 2.552435 -1.232353 1.161585  -0.19
C: 1.991186 -0.011380 -3.904317  -0.13
C: -2.398355 1.928645 3.137812  -0.15
C: 1.095869 0.231772 -2.788249  -0.15
C: 4.090327 -0.856050 2.928697  -0.03
C: 3.768913 1.059250 -2.665675  -0.20
C: 0.074083 1.840203 1.227152  -0.42
C: -3.551297 3.053796 4.942408  -0.07
C: 7.047250 2.974040 -1.896365  -0.37
C: 2.015782 2.268570 2.596593  -0.25
C: -1.223283 -1.650698 3.320437  -0.04
C: -5.940059 -2.480155 -4.113852  -0.17
C: 2.565626 0.931754 2.162210  -0.14
C: -0.197331 -0.309523 -2.793556  -0.11
C: -3.993041 -2.189950 3.889785  -0.07
H: 7.807708 3.642998 -1.497570  0.07
H: 4.720509 -1.238697 3.687120  0.10
H: 4.060028 -0.127236 -4.523711  0.15
H: -4.337555 5.061118 4.489112  0.13
H: 3.921138 -2.661978 1.874190  0.12
H: -6.511887 -2.784220 -5.001087  0.12
H: -2.635410 -0.936363 -0.576003  0.14
H: -4.268350 -0.088713 3.531029  0.12
H: -3.945993 -3.424050 -4.406166  0.09
H: 2.255172 -3.983141 -0.548940  0.12
H: -7.538609 -1.614117 -2.907669  0.09
H: -1.841144 3.166033 1.493029  0.10
H: -4.068894 3.000034 5.872405  0.10
H: 8.146367 2.306439 -3.755119  0.09
H: -2.767811 5.289695 2.595364  0.11
H: -0.138228 -1.878585 -5.845127  0.12
H: -5.021884 -2.391562 4.178339  0.11
H: 2.180981 -0.636075 -5.879108  0.12
H: 6.154387 0.843016 -4.337570  0.13
H: 4.297339 1.262823 3.434499  0.13
H: -3.326728 -4.173425 4.106730  0.10
H: 2.999067 1.895598 -0.749518  0.10
H: -2.909692 1.064184 5.155321  0.12
H: -2.089546 -2.583078 -4.495287  0.13
H: -1.057514 -3.770194 3.325605  0.09
H: -0.229269 -1.392776 3.095666  0.09

Forces on the atoms, in the same order (eV/Å):
Re -0.5 -0.9 -0.8
S 1.5 -0.7 -0.8
S -0.2 -0.4 0.3
O 2.3 -0.1 0.9
O -0.4 1.8 0.4
O -0.1 -2.1 -1.6
O 1.7 -1.4 1.4
N 0.5 0.4 -0.5
N 0.4 -0.5 -2.8
N 0.4 0.4 1.3
C 2.1 1.2 0.9
C -0.3 0.9 -0.4
C 0.2 -0.4 0.8
C -1.7 0.2 0.9
C 0.7 0.9 -0.3
C -0.7 -0.6 -1.6
C -2.5 0.2 3.0
C 0.4 0.3 1.7
C 1.2 0.6 0.1
C 0.3 -0.5 -0.5
C 0.4 -0.4 -0.5
C -0.5 1.3 2.0
C 0.7 -0.5 0.8
C 1.3 0.9 -0.4
C 0.0 0.9 1.3
C -1.4 -0.5 -0.2
C 0.1 0.3 -0.8
C -1.7 -0.2 0.8
C -1.0 0.3 2.5
C 0.7 1.1 -0.2
C -0.8 1.6 0.2
C 0.1 1.4 0.7
C 0.5 -0.4 -0.8
C -1.2 0.5 0.4
C -1.7 -0.2 0.2
C -0.9 -0.6 -1.6
C -1.4 0.5 -0.5
C -1.3 -1.3 -1.8
C -1.3 0.0 1.6
C 0.4 -0.5 1.1
C 2.5 -0.4 -0.8
C -0.7 1.6 -0.4
C -1.3 -1.4 -0.4
C -1.4 -2.2 0.1
C -0.8 0.6 -1.4
C 0.8 -0.3 -2.4
C -0.9 1.6 0.3
C -1.4 -0.4 -0.8
C 0.3 -0.6 -0.9
C 1.9 0.0 0.5
C -2.0 -0.3 1.3
C 1.4 0.7 0.2
H -0.7 0.0 0.4
H 1.0 0.0 0.4
H -0.9 0.7 0.9
H 1.3 -1.1 -0.5
H -0.3 -1.1 0.2
H 0.2 -0.4 0.8
H 0.4 0.2 -1.1
H 0.6 -0.5 -0.2
H 0.4 -0.4 -1.0
H -0.7 -0.2 -0.7
H 0.7 0.4 -0.3
H -0.1 0.2 -0.2
H -0.2 0.2 0.6
H 1.0 0.2 0.0
H -0.2 0.1 -0.8
H 0.2 0.4 -0.1
H 0.2 0.1 -0.1
H -0.1 -0.7 -0.5
H 0.0 0.6 1.0
H -0.4 -0.1 0.1
H 0.1 -0.5 0.1
H 0.6 -0.7 -0.2
H 0.3 0.2 -0.6
H -0.1 0.8 -0.4
H 0.9 -0.9 0.3
H 1.2 0.0 -0.3